{"formula": "C31H57N2O2P2SV", "method": "ωB97M-V/def2-TZVPD", "elements": ["C", "C", "C", "C", "C", "H", "H", "H", "N", "P", "P", "C", "H", "H", "C", "O", "C", "H", "C", "C", "C", "C", "C", "H", "H", "H", "C", "H", "H", "H", "C", "H", "H", "H", "C", "H", "H", "H", "C", "H", "H", "H", "C", "H", "H", "H", "C", "H", "H", "H", "C", "H", "H", "H", "C", "H", "H", "H", "C", "H", "H", "H", "C", "H", "H", "H", "C", "H", "H", "H", "V", "N", "C", "C", "C", "C", "C", "H", "H", "H", "H", "H", "H", "H", "H", "H", "C", "S", "C", "O", "H", "H", "H", "H", "H", "H"], "xyz": [[0.38492, 2.84472, 1.14152], [-0.00762, 3.01333, -1.17406], [0.42417, 4.23398, 1.23583], [0.37971, 4.37059, -1.16162], [0.48495, 5.00926, 0.06783], [0.48433, 4.69250, 2.23265], [0.40656, 4.90192, -2.10772], [0.59475, 6.08053, 0.12277], [0.20346, 2.22177, -0.04935], [1.20286, 0.31232, 2.09802], [-1.18776, 0.72048, -2.24583], [0.53098, 1.99530, 2.41661], [1.16941, 2.51853, 3.14875], [-0.45180, 1.90320, 2.90290], [0.10875, -1.68144, 0.07591], [-0.01371, -2.84834, 0.29802], [-0.62165, 2.44184, -2.34008], [-0.12523, 2.68983, -3.28741], [-0.72133, -0.57277, -3.73330], [-2.88855, 1.52352, -2.43396], [3.09401, 0.53215, 2.08930], [0.69817, -0.68704, 3.63169], [0.11041, -1.76226, -3.22637], [-0.42437, -2.33803, -2.46196], [0.30860, -2.44423, -4.07282], [1.07635, -1.45285, -2.81202], [-1.99731, -1.15890, -4.33890], [-2.58559, -1.67337, -3.56811], [-2.62492, -0.41700, -4.84393], [-1.72963, -1.91602, -5.09438], [0.10457, 0.20455, -4.74494], [0.37021, -0.43385, -5.60558], [-0.41689, 1.08492, -5.14541], [1.04286, 0.52153, -4.27443], [-3.99591, 0.48210, -2.36281], [-3.81410, -0.20417, -1.51669], [-4.94191, 1.01395, -2.16860], [-4.10689, -0.09252, -3.29155], [-3.04360, 2.48362, -1.23661], [-2.82334, 1.95069, -0.30025], [-2.37890, 3.35125, -1.30457], [-4.06487, 2.87757, -1.19845], [-2.87525, 2.28341, -3.78781], [-1.97138, 2.90123, -3.92376], [-2.92983, 1.61203, -4.65653], [-3.71244, 2.99359, -3.81526], [1.36168, -2.07161, 3.54524], [0.97878, -2.69223, 4.37016], [1.11049, -2.57798, 2.60075], [2.45387, -2.03261, 3.64892], [-0.82564, -0.86870, 3.60598], [-1.35635, 0.08843, 3.70376], [-1.17106, -1.35362, 2.68798], [-1.12305, -1.49785, 4.46097], [1.04281, 0.02000, 4.95427], [0.70277, 1.06630, 4.95891], [0.51448, -0.50203, 5.76786], [2.10503, -0.00716, 5.20040], [3.40691, 1.81007, 1.30281], [3.10300, 2.72345, 1.83054], [4.49083, 1.86552, 1.12233], [2.90951, 1.79143, 0.32616], [3.69510, -0.66566, 1.33601], [3.38615, -0.66736, 0.28585], [4.79166, -0.57489, 1.37023], [3.41915, -1.62947, 1.78078], [3.74292, 0.61731, 3.47869], [3.32924, 1.42521, 4.09764], [3.69374, -0.33402, 4.02512], [4.81314, 0.83564, 3.33374], [0.28812, 0.13041, -0.23751], [1.92179, 0.16042, -1.23857], [2.92178, 0.27994, -1.84899], [3.49490, 1.26420, -2.99953], [2.75621, 2.28181, -3.85195], [4.43386, 2.09337, -2.12006], [4.11905, 0.21676, -3.92007], [2.03879, 1.92801, -4.57911], [2.26741, 3.09218, -3.31842], [3.47117, 2.80066, -4.49207], [4.86272, 1.50586, -1.29181], [5.25006, 2.60872, -2.65238], [3.82020, 2.86793, -1.63195], [4.58903, 0.60207, -4.84685], [4.83452, -0.39638, -3.34689], [3.32831, -0.48370, -4.25939], [-3.35041, -2.40271, 0.95819], [-3.56273, -0.61384, 0.93188], [-4.26178, -0.39178, 2.58032], [-2.16933, 0.00152, 1.00369], [-4.35382, -2.83994, 1.01182], [-2.74544, -2.70562, 1.82022], [-2.86375, -2.70877, 0.02672], [-3.92538, -1.19786, 3.23636], [-3.93584, 0.57923, 2.95426], [-5.34789, -0.41376, 2.47464]], "atomic_forces_ev_per_a": [[-0.117, 0.866, 0.492], [0.189, -1.888, -1.895], [0.188, -0.753, 1.049], [-0.200, 1.007, 1.205], [-0.071, -0.815, -1.294], [0.049, -0.189, -0.566], [-0.077, 0.054, 0.183], [0.154, 0.117, 0.019], [-0.255, 0.466, 0.604], [0.497, 0.268, 0.471], [0.299, 0.190, -0.265], [-0.007, 0.614, -0.088], [-0.188, -0.089, -0.317], [0.155, -0.151, -0.261], [-0.754, -8.594, 0.949], [0.487, 5.156, -0.804], [4.598, -0.732, 0.603], [-0.519, 0.562, 0.285], [-0.409, 0.958, 0.358], [-0.350, -0.872, -0.501], [-0.260, -0.207, 0.180], [0.078, 0.091, -0.220], [-0.001, 0.150, 0.199], [0.054, 0.080, -0.150], [-0.085, 0.290, 0.251], [-0.230, -0.112, -0.118], [-0.083, -0.087, -0.167], [0.039, 0.126, -0.211], [0.141, -0.144, 0.197], [0.027, 0.206, 0.195], [0.154, -0.113, -0.384], [-0.096, 0.089, 0.225], [0.118, -0.159, 0.174], [-0.428, -0.141, -0.159], [-0.665, 0.073, 0.015], [-0.208, 0.254, -0.550], [0.082, -0.386, -0.092], [0.008, 0.184, 0.372], [-0.089, 0.161, 0.096], [-0.126, 0.213, -0.137], [-0.385, -0.345, 0.018], [-0.064, -0.269, -0.057], [-0.175, 0.231, -0.056], [-0.656, -0.337, 0.205], [-0.257, 0.116, 0.309], [-0.068, -0.303, -0.077], [-0.054, -0.133, 0.121], [0.102, 0.125, -0.213], [0.115, 0.116, 0.302], [-0.327, 0.021, -0.040], [-0.193, -0.097, 0.001], [0.133, -0.252, -0.079], [0.130, 0.144, 0.174], [0.159, 0.161, -0.194], [-0.052, -0.019, 0.185], [0.088, -0.299, 0.044], [0.097, 0.154, -0.227], [-0.286, 0.029, -0.064], [-0.038, 0.097, -0.141], [0.077, -0.224, -0.109], [-0.216, -0.022, 0.116], [0.107, 0.179, 0.266], [0.137, -0.068, -0.059], [0.186, -0.146, 0.504], [-0.232, -0.093, -0.026], [0.108, 0.212, -0.086], [0.263, 0.086, -0.037], [0.074, -0.232, -0.164], [-0.024, 0.334, -0.167], [-0.264, -0.011, 0.013], [-2.473, 3.466, 0.868], [3.077, -0.493, -1.445], [-3.947, 2.663, -1.119], [1.995, -1.153, 0.462], [-1.396, 0.498, -0.148], [0.646, 0.391, 0.721], [0.429, -0.778, -0.491], [-0.084, -0.415, 0.116], [-0.107, -0.158, 0.481], [0.659, -0.296, 0.306], [0.117, 0.114, -0.455], [-0.394, -0.333, -0.071], [0.238, -0.160, -0.142], [-0.126, 0.093, 0.715], [-0.042, 0.238, -0.369], [0.311, 0.389, 0.132], [-0.112, -0.003, 0.100], [0.922, 0.424, 0.234], [-0.036, -0.406, -0.033], [-0.195, -0.335, -0.208], [0.188, -0.003, -0.002], [-0.140, 0.080, -0.183], [-0.126, 0.140, 0.151], [-0.023, 0.200, 0.040], [-0.032, -0.069, -0.161], [0.064, 0.008, 0.100]], "s_squared": 3.794, "e_tot_ha": -3499.981762, "total_charge": 1, "multiplicity": 4, "fmax_ev_per_a": 8.68, "homo_energy_ev": [-8.680, -8.616]}